{"formula": "C29H38F6I4N3O4S3", "method": "the ωB97M-V functional and the def2-TZVPD basis", "total_energy_ev": -124550.0099, "e_homo_ev": -10.65, "charge": 1, "symbols": ["C", "C", "C", "F", "N", "C", "C", "I", "C", "C", "I", "S", "C", "C", "C", "C", "C", "S", "O", "O", "C", "F", "F", "C", "F", "F", "F", "C", "C", "S", "O", "O", "C", "I", "C", "C", "I", "H", "H", "H", "H", "H", "H", "H", "H", "H", "H", "H", "H", "H", "H", "H", "H", "H", "H", "H", "H", "H", "H", "H", "H", "H", "H", "H", "H", "N", "C", "C", "C", "C", "C", "H", "H", "H", "H", "H", "N", "C", "C", "C", "C", "C", "H", "H", "H", "H", "H"], "coordinates": [[-3.6265, 4.2745, 2.7120], [-2.9535, 2.9124, 2.3659], [-1.7946, 3.2280, 1.4258], [-0.8345, 3.8635, 2.1683], [-1.2208, 2.1631, 0.6040], [-1.0836, 2.4457, -0.6518], [-1.3933, 3.6245, -1.5211], [0.3251, 4.7009, -2.2233], [-2.2042, 3.1570, -2.7649], [-2.6968, 4.4386, -3.5065], [-3.9943, 2.1272, -2.1394], [-0.2453, 1.1464, -1.5027], [0.4127, 0.3343, 0.0829], [0.7440, -1.1932, -0.0267], [2.0384, -1.7031, 0.6477], [0.7151, -1.8169, -1.4439], [0.2125, -3.2994, -1.3372], [1.8778, 1.4539, 0.2497], [2.6439, 1.1627, 1.4260], [1.4708, 2.8182, 0.4264], [3.0603, 1.5291, -1.1889], [4.2178, 1.8055, -0.6585], [2.7629, 2.5858, -1.9070], [3.2890, 0.3756, -2.1948], [2.2742, 0.1664, -2.9848], [3.7673, -0.7156, -1.6819], [4.2500, 0.8331, -3.0034], [-0.8278, 0.7367, 1.0010], [-0.2436, 1.0225, 2.4344], [0.6154, -0.2347, 3.3694], [0.0230, -1.5339, 3.2709], [0.5591, 0.2610, 4.7052], [-2.2361, 0.0340, 0.8905], [-2.6324, -1.3152, -0.8059], [-2.8627, -0.8372, 2.0615], [-2.8697, -0.3623, 3.5093], [-2.4685, -2.9887, 1.9362], [-2.9681, 4.8755, 3.3340], [-4.4755, 4.0266, 3.3473], [-3.9554, 4.8032, 1.8198], [-3.7520, 2.3123, 1.9321], [-2.6489, 2.5226, 3.3338], [-2.1808, 4.0327, 0.8100], [-2.0400, 4.3678, -1.0715], [-1.5928, 2.6036, -3.4736], [-3.6737, 4.2506, -3.9399], [-2.8351, 5.2755, -2.8212], [-1.9903, 4.7146, -4.2841], [-0.0637, -1.6792, 0.5260], [1.8960, -2.0690, 1.6607], [2.9084, -1.0511, 0.6204], [2.3499, -2.5986, 0.1100], [1.6904, -1.9029, -1.9145], [0.0455, -1.3488, -2.1642], [0.9696, -3.9619, -1.7598], [0.0656, -3.6199, -0.3081], [-0.6676, -3.4560, -1.9521], [-1.0073, 1.3577, 3.1275], [0.4242, 1.8863, 2.3979], [1.9347, -0.3287, 3.0595], [-2.9966, 0.7605, 0.6434], [-3.9191, -0.8666, 1.8027], [-1.9157, -0.2236, 4.0074], [-3.3827, -1.1348, 4.0817], [-3.4722, 0.5317, 3.6782], [5.3235, 0.9204, -7.1386], [6.4840, 1.0629, -7.7764], [7.5821, 1.7191, -7.2407], [7.4674, 2.2614, -5.9721], [6.2678, 2.1255, -5.2929], [5.2336, 1.4474, -5.9191], [6.5271, 0.6252, -8.7677], [8.5014, 1.8024, -7.8039], [8.3010, 2.7827, -5.5187], [6.1370, 2.5351, -4.3001], [4.2776, 1.3129, -5.4264], [-3.9244, -6.1067, 3.8918], [-3.0829, -5.8342, 4.8916], [-2.3327, -6.7956, 5.5511], [-2.4623, -8.1159, 5.1561], [-3.3302, -8.4213, 4.1228], [-4.0319, -7.3847, 3.5277], [-3.0143, -4.7878, 5.1696], [-1.6646, -6.5150, 6.3539], [-1.8944, -8.8960, 5.6473], [-3.4617, -9.4399, 3.7844], [-4.7211, -7.5783, 2.7127]], "forces_ev_per_a": [[0.18, -0.89, 0.49], [-0.59, 1.22, 0.22], [-1.14, 0.47, 1.50], [0.70, -0.40, 0.06], [-0.12, 1.29, -1.11], [2.11, -1.62, -1.17], [-1.03, -0.41, -0.43], [-0.05, -0.09, 0.33], [-0.18, 1.79, -0.17], [-0.11, -0.52, 0.11], [0.37, -0.08, 0.12], [-0.15, -0.11, -0.30], [-1.43, 0.59, -2.14], [0.00, -0.16, -0.10], [0.41, -0.41, 0.00], [-0.66, -1.17, -0.23], [0.87, 0.18, -0.39], [0.21, 1.99, 4.00], [0.80, -2.30, -0.15], [-1.29, 0.66, -1.76], [0.15, -0.64, -1.28], [1.14, -0.34, 1.47], [-1.18, 0.76, -0.72], [1.55, 1.14, -1.19], [-1.61, -0.49, -0.08], [-0.28, -1.22, 1.08], [0.60, 0.51, -0.14], [0.80, 1.52, 1.92], [-0.05, -0.17, -0.56], [-0.40, -1.19, 2.49], [0.04, -0.35, -1.67], [0.43, 1.35, 0.58], [-0.03, -2.57, 0.41], [0.00, 1.21, -0.91], [0.06, 0.10, -0.21], [-0.01, -0.24, 0.58], [0.09, -0.08, 1.30], [0.11, 0.23, -0.27], [-0.23, 0.24, -0.17], [-0.05, 0.12, 0.06], [0.37, -0.34, -0.21], [0.26, -0.45, -0.25], [0.12, -0.47, -0.81], [0.19, -0.02, 0.46], [-0.22, -0.62, 0.26], [0.09, 0.00, -0.32], [0.12, -0.01, 0.05], [-0.02, 0.12, -0.02], [-0.11, 0.16, -0.02], [-0.18, 0.33, 0.16], [-0.20, 0.12, 0.04], [-0.10, 0.00, -0.11], [0.10, 0.52, 0.26], [0.08, 0.43, 0.21], [0.02, -0.04, 0.07], [-0.32, 0.02, -0.01], [-0.27, -0.01, 0.27], [-0.10, -0.42, 0.10], [0.17, -0.20, -0.23], [-0.36, 0.50, -0.73], [0.26, 0.49, 0.13], [0.01, 0.02, -0.31], [-0.01, -0.17, -0.13], [0.03, -0.03, 0.02], [0.03, 0.11, -0.39], [0.09, 0.07, 0.06], [-0.10, -0.08, -0.08], [-0.02, 0.00, 0.02], [0.09, 0.05, 0.04], [-0.02, -0.02, -0.02], [-0.08, -0.05, -0.09], [0.07, 0.02, 0.00], [-0.02, -0.01, -0.02], [-0.01, 0.00, -0.01], [-0.01, -0.01, 0.00], [0.01, 0.05, 0.03], [0.20, -0.10, 0.11], [-0.13, 0.08, -0.12], [0.00, 0.05, 0.01], [0.08, -0.09, 0.06], [-0.01, 0.01, -0.01], [-0.13, 0.13, -0.12], [0.05, -0.02, 0.04], [-0.02, 0.02, 0.00], [-0.01, 0.01, 0.00], [-0.02, 0.01, -0.02], [0.01, -0.07, 0.01]]}

{"formula": "C29H38GeN2O2Re", "method": "the ωB97M-V functional and the def2-TZVPD basis", "de_lowest_kj_mol": 135.6, "total_energy_ev": -96393.8633, "e_homo_ev": [-14.17, -13.60], "charge": 2, "s2": 3.77, "spin_multiplicity": 4, "symbols": ["Re", "C", "C", "C", "C", "C", "C", "C", "C", "C", "C", "C", "C", "H", "H", "H", "H", "H", "H", "H", "H", "H", "H", "H", "H", "H", "H", "H", "H", "H", "H", "N", "C", "C", "C", "C", "C", "N", "C", "H", "H", "H", "H", "O", "C", "O", "C", "C", "C", "C", "C", "C", "H", "H", "H", "H", "H", "C", "Ge", "C", "C", "C", "H", "H", "H", "H", "H", "H", "H", "H", "H", "H", "H"], "coordinates": [[-0.5572, -0.2857, 1.1270], [-2.7097, 0.4072, 3.2237], [-1.7121, 1.1491, 2.3336], [-0.3669, 1.3708, 2.8010], [0.0839, 0.7615, 4.1147], [0.4036, 2.4503, 2.2563], [1.7267, 2.7866, 2.8887], [-0.1147, 3.2409, 1.2384], [0.7025, 4.3425, 0.6191], [-1.4514, 3.0534, 0.8029], [-2.0720, 4.1105, -0.0628], [-2.2115, 1.9751, 1.2687], [-3.6128, 1.7412, 0.7577], [-2.7747, -0.6661, 3.0157], [-3.7041, 0.8237, 3.0935], [-2.4437, 0.5271, 4.2708], [-0.1271, 1.4610, 4.9271], [1.1548, 0.5679, 4.1182], [-0.4259, -0.1746, 4.3316], [2.5112, 2.0968, 2.5624], [1.6674, 2.7272, 3.9732], [2.0418, 3.7934, 2.6386], [0.5322, 5.2953, 1.1275], [0.4301, 4.4808, -0.4244], [1.7676, 4.1333, 0.6575], [-1.5714, 4.2134, -1.0253], [-1.9748, 5.0742, 0.4421], [-3.1276, 3.9423, -0.2437], [-4.3221, 2.4011, 1.2649], [-3.9359, 0.7154, 0.9239], [-3.6840, 1.9431, -0.3090], [1.4194, -5.4337, 4.2173], [1.6488, -4.4457, 3.6802], [1.9219, -3.2255, 2.9826], [3.2138, -2.8761, 2.5954], [3.3956, -1.6807, 1.9164], [2.2976, -0.9065, 1.6066], [1.0445, -1.2595, 1.9534], [0.8656, -2.3882, 2.6513], [4.0495, -3.5216, 2.8290], [4.3820, -1.3488, 1.6257], [2.4042, 0.0280, 1.0679], [-0.1445, -2.6390, 2.9501], [-0.3355, -2.0521, -0.0968], [0.3633, -1.7993, -1.0924], [0.6013, -0.5069, -1.2969], [1.0655, -2.8006, -1.8927], [2.4515, -2.6316, -2.0129], [3.1997, -3.5761, -2.6879], [2.5688, -4.6710, -3.2686], [1.1983, -4.8445, -3.1331], [0.4413, -3.9210, -2.4323], [2.9283, -1.7717, -1.5579], [4.2732, -3.4655, -2.7578], [3.1503, -5.3950, -3.8227], [0.7187, -5.7122, -3.5645], [-0.6288, -4.0496, -2.3303], [-2.4384, -0.5364, -2.3792], [-1.1019, 0.3671, -3.5319], [-1.4443, 2.2910, -3.3683], [-1.0661, -0.3310, -5.3561], [0.7308, -0.0087, -2.6846], [-3.4331, -0.2802, -2.7445], [-2.3731, -0.1895, -1.3428], [-2.3496, -1.6218, -2.3967], [-2.4038, 2.5263, -3.8298], [-0.6782, 2.8815, -3.8696], [-1.4832, 2.5692, -2.3159], [-2.0172, -0.1243, -5.8451], [-0.8934, -1.4061, -5.3749], [-0.2755, 0.1607, -5.9220], [1.3442, 0.8845, -2.6039], [1.2663, -0.7465, -3.2774]], "forces_ev_per_a": [[-0.61, 0.93, 0.66], [0.11, -0.10, -0.16], [0.08, 0.37, 0.47], [-0.30, -0.34, 0.03], [-0.02, 0.03, -0.15], [-0.12, 0.18, -0.24], [-0.02, -0.06, -0.09], [0.24, -0.17, 0.17], [-0.08, 0.07, 0.04], [0.05, -0.26, -0.09], [-0.03, -0.02, -0.03], [0.11, -0.39, -0.44], [-0.05, 0.11, 0.10], [-0.06, -0.01, 0.06], [-0.03, -0.04, -0.03], [0.02, -0.02, -0.01], [0.00, -0.06, 0.06], [0.00, -0.02, 0.02], [0.00, 0.01, 0.04], [0.05, 0.01, 0.06], [0.01, -0.02, 0.01], [0.04, -0.01, 0.01], [0.01, 0.01, -0.03], [0.03, 0.04, -0.01], [0.00, -0.01, -0.02], [-0.01, 0.01, 0.01], [0.03, 0.01, -0.01], [0.00, 0.00, -0.01], [-0.05, -0.04, -0.03], [-0.02, 0.01, -0.01], [0.00, -0.04, 0.00], [0.00, 0.07, -0.01], [-0.03, -0.16, 0.10], [0.12, 0.14, -0.15], [-0.12, 0.04, 0.05], [-0.03, 0.02, 0.07], [0.13, 0.10, 0.01], [0.68, -0.42, -0.10], [-0.10, -0.01, 0.08], [0.00, 0.00, 0.03], [0.00, -0.01, -0.03], [-0.03, -0.03, -0.04], [-0.02, -0.02, -0.08], [-0.11, 0.21, -0.18], [0.25, 0.34, -0.01], [-0.20, -0.38, 0.00], [0.13, -0.19, -0.05], [-0.12, 0.01, -0.04], [0.03, -0.03, 0.01], [-0.03, 0.02, 0.05], [-0.01, -0.10, -0.04], [-0.14, 0.13, 0.08], [0.04, 0.01, -0.06], [-0.01, 0.02, -0.05], [0.00, -0.02, 0.03], [-0.01, 0.02, -0.04], [0.01, -0.04, 0.04], [0.28, 0.09, -0.23], [0.05, -0.07, 0.49], [0.10, -0.28, -0.24], [0.04, 0.19, 0.23], [-0.40, 0.21, -0.48], [-0.01, -0.01, -0.02], [0.04, 0.02, -0.03], [0.00, -0.05, 0.02], [-0.01, 0.02, 0.04], [0.01, 0.02, 0.03], [0.01, -0.05, 0.00], [0.00, 0.00, -0.01], [0.00, -0.01, 0.06], [-0.01, -0.01, -0.05], [-0.01, 0.02, 0.05], [0.06, 0.00, 0.09]]}

{"formula": "C29H38N4O4PS3", "method": "the ωB97M-V functional and the def2-TZVPD basis", "total_energy_ev": -86628.6653, "e_homo_ev": [-8.18, -8.18], "s2": 0.75, "spin_multiplicity": 2, "symbols": ["O", "C", "O", "C", "C", "C", "C", "C", "C", "C", "C", "C", "S", "C", "N", "N", "C", "O", "C", "C", "N", "C", "C", "C", "C", "C", "P", "S", "C", "S", "H", "H", "H", "H", "H", "H", "H", "H", "H", "H", "H", "H", "H", "H", "H", "H", "H", "H", "H", "H", "C", "C", "C", "C", "C", "C", "N", "O", "C", "C", "C", "H", "H", "H", "H", "H", "H", "H", "H", "H", "H", "H", "H", "H", "H", "H", "H", "H", "H"], "coordinates": [[2.3025, 2.9169, 2.9881], [2.9700, 2.1130, 2.3805], [3.5376, 2.4570, 1.1588], [3.1501, 0.6828, 3.0034], [1.8684, 0.2150, 3.8150], [0.5030, 0.3598, 3.0152], [-0.0266, -1.0652, 2.6151], [-0.9727, -1.6873, 3.5563], [-1.5321, -3.0400, 3.3402], [-1.0878, -3.7207, 2.1144], [-1.6279, -5.1718, 1.8379], [-0.4690, -6.2283, 2.0224], [0.3170, -6.1436, 3.7035], [2.0476, -5.6995, 3.5059], [3.0359, -6.6306, 3.5570], [4.2548, -6.0492, 3.4222], [3.9824, -4.7228, 3.2649], [2.6445, -4.4685, 3.2907], [-0.1370, -3.1013, 1.1750], [0.4167, -1.7651, 1.3902], [1.3733, -1.0862, 0.5446], [1.2079, -1.3608, -0.8636], [1.5081, -0.2727, -1.8146], [1.4097, -0.4565, -3.2726], [1.0157, -1.7442, -3.8665], [0.6941, -2.8190, -2.9066], [0.1737, -4.4585, -3.6513], [1.6408, -5.4431, -4.4785], [0.8020, -2.6368, -1.4548], [0.4236, -4.0109, -0.3176], [4.0484, 3.2799, 1.2644], [3.4841, -0.0556, 2.2275], [3.9718, 0.7993, 3.7709], [2.0710, -0.8304, 4.1652], [1.8093, 0.9122, 4.6997], [-0.2259, 0.8348, 3.7305], [0.5804, 0.9502, 2.0692], [-1.2946, -1.1858, 4.5036], [-2.2373, -3.5145, 4.0632], [-2.0918, -5.2226, 0.8084], [-2.4678, -5.4398, 2.5431], [-0.9246, -7.2468, 1.8669], [0.3656, -6.1342, 1.2835], [4.7950, -3.9700, 3.1423], [2.3357, -1.2057, 0.8622], [1.8231, 0.7401, -1.4570], [1.6679, 0.3711, -3.9830], [0.9441, -1.9258, -4.9615], [-0.5098, -5.1731, -2.6273], [-0.7202, -4.0977, -4.7168], [-2.2795, 4.3538, -4.0178], [-2.5616, 3.3444, -2.8679], [-3.6024, 3.8988, -1.8719], [-3.0660, 4.8570, -0.8114], [-1.7910, 4.3178, -0.1709], [-0.7331, 3.9547, -1.2193], [-1.2582, 2.9901, -2.2293], [-1.3912, 1.8088, -1.6383], [-0.2391, 5.2545, -1.8916], [0.5223, 3.4100, -0.5172], [-3.2322, 2.1461, -3.5746], [-1.2125, 4.4715, -4.2135], [-2.6990, 4.0233, -4.9698], [-2.6949, 5.3433, -3.8086], [-4.0709, 3.0622, -1.3390], [-4.4105, 4.3925, -2.4182], [-2.8876, 5.8443, -1.2482], [-3.8241, 5.0049, -0.0381], [-1.3948, 5.0603, 0.5274], [-2.0418, 3.4417, 0.4390], [0.5163, 5.0425, -2.6525], [0.2164, 5.9170, -1.1523], [-1.0313, 5.8376, -2.3593], [0.3170, 2.5304, 0.0950], [0.9501, 4.1608, 0.1504], [1.2924, 3.1442, -1.2471], [-2.5442, 1.6583, -4.2691], [-4.0996, 2.4842, -4.1466], [-3.5993, 1.3978, -2.8697]], "forces_ev_per_a": [[0.72, -0.30, -0.46], [-0.94, 0.26, 0.91], [0.58, -1.04, 0.98], [0.16, 0.12, -0.32], [0.51, 1.25, -0.49], [-0.06, -1.52, 0.09], [-1.06, -0.92, 0.44], [0.12, -1.91, -1.34], [2.52, 1.83, -2.34], [-0.39, 0.58, 0.44], [0.52, 0.68, 0.20], [-0.20, -0.19, -0.88], [0.64, 0.51, -0.14], [2.72, -2.00, -0.73], [-2.33, 0.88, 0.14], [-1.49, 3.68, -0.34], [0.55, -2.93, 0.30], [0.32, -0.07, 0.22], [-0.26, 1.17, 0.97], [-1.68, -0.58, 2.83], [-1.03, -1.37, -0.59], [0.52, 0.69, -3.31], [-0.58, -1.55, -1.13], [-0.24, -1.82, 0.63], [0.10, 0.45, 3.56], [-0.02, 1.24, 0.24], [1.09, 0.67, -0.57], [-0.08, -0.05, 0.29], [0.11, 1.43, -0.38], [-0.09, 1.14, 0.36], [-0.65, -0.13, -0.02], [-0.25, 0.70, 0.72], [-0.59, -0.15, -1.00], [-0.43, 0.92, -0.27], [0.09, -0.91, -0.80], [0.56, -0.46, -1.04], [0.13, -0.24, 0.97], [0.54, -0.15, -1.13], [0.76, 0.46, -0.83], [0.78, -0.11, 0.90], [0.97, 0.50, -0.53], [0.71, 0.84, 0.46], [-0.82, 0.06, 0.53], [-1.41, -0.40, 0.06], [-0.34, -0.03, -0.18], [-0.41, -1.19, -0.11], [-0.30, -0.75, 1.02], [0.11, 0.25, 1.04], [-0.16, 0.54, -0.44], [-0.13, -0.01, 1.03], [0.19, 0.41, -0.04], [-0.68, 0.73, -1.89], [0.04, -0.09, 0.65], [0.10, 0.14, -0.11], [-0.52, -0.21, 0.02], [1.43, 1.51, 0.24], [-1.70, -1.95, 2.40], [0.70, 0.84, -0.95], [-0.24, 0.18, -0.33], [-0.15, -0.65, -0.04], [0.36, -0.51, 0.50], [-0.05, -0.02, 0.16], [-0.17, -0.06, 0.19], [0.09, -0.03, -0.01], [0.18, -0.09, -0.14], [0.12, -0.13, -0.19], [0.06, -0.03, 0.01], [-0.01, 0.00, -0.07], [0.20, -0.05, -0.16], [0.12, -0.09, -0.19], [-0.06, -0.05, 0.05], [-0.01, -0.21, 0.10], [0.03, -0.11, -0.04], [-0.10, -0.02, -0.15], [-0.18, 0.10, -0.13], [-0.08, 0.00, 0.00], [0.02, 0.04, 0.06], [0.16, 0.25, 0.09], [0.23, 0.03, 0.01]]}